Computed, not measured: 6 unconnected molecules or ions with the total composition C35H69F5NO18P2S in a non-equilibrium geometry, with wB97M-V/def2-TZVPD.

Each line ends with the Mulliken charge.
Atoms and positions in Å:
C 0.343 5.159 -3.555  -0.48
C 1.673 5.380 -2.730  -0.65
C 2.289 4.079 -2.090  -0.91
C 1.252 3.099 -1.433  0.32
O 1.408 1.786 -2.070  -0.47
N 1.143 0.798 -1.150  1.44
C 2.338 0.031 -0.762  -0.96
C 3.016 0.577 0.561  0.53
C 2.972 -0.271 1.754  -0.01
C 3.550 0.219 3.002  -1.02
C 4.187 1.534 3.131  -0.71
C 4.257 2.351 1.915  -0.69
C 3.681 1.869 0.668  -0.05
C 0.017 -0.051 -1.531  -0.34
P -1.318 1.029 -2.383  -0.55
P -0.976 1.136 -4.532  1.12
O 0.331 1.746 -4.866  -0.62
O -2.201 2.123 -5.155  -0.51
O -1.119 -0.359 -5.272  -0.54
C 0.351 -1.209 -2.567  0.05
O 1.194 -0.971 -3.437  -0.59
O -0.248 -2.364 -2.549  -0.79
S -0.802 -0.667 0.033  1.27
O -1.914 -1.589 -0.258  -0.63
O 0.124 -1.348 0.938  -0.48
C -1.574 0.810 0.914  0.55
F -2.869 0.961 0.443  -0.25
F -0.869 1.974 0.749  -0.05
C -1.724 0.569 2.485  0.29
F -2.843 1.299 2.864  -0.30
F -0.693 1.089 3.202  -0.17
F -1.998 -0.721 2.803  -0.19
H 0.391 5.709 -4.525  0.37
H -0.495 5.634 -2.960  0.16
H 0.067 4.076 -3.671  -0.11
H 1.592 6.201 -1.961  0.20
H 2.443 5.762 -3.467  0.35
H 2.970 4.428 -1.254  0.25
H 2.952 3.493 -2.781  0.36
H 0.178 3.382 -1.578  0.34
H 1.399 3.002 -0.320  0.11
H 2.143 -1.053 -0.565  0.20
H 3.126 0.135 -1.558  0.42
H 2.503 -1.280 1.712  0.24
H 3.475 -0.435 3.903  0.39
H 4.600 1.922 4.085  0.40
H 4.727 3.367 1.887  0.33
H 3.730 2.504 -0.243  0.49
H -2.534 0.328 -2.075  0.14
H -2.918 2.042 -4.491  0.33
H -1.417 -1.045 -4.639  0.34
C -2.884 5.210 2.867  -0.56
O -1.748 5.674 3.581  -0.42
C -0.530 5.135 3.069  0.25
C 0.210 6.148 2.209  -0.72
O -0.504 6.427 1.009  -0.23
C -1.197 7.662 1.065  -0.87
H -3.744 5.808 3.170  0.27
H -2.752 5.313 1.787  0.28
H -3.077 4.163 3.118  0.18
H -0.716 4.212 2.512  -0.24
H 0.095 4.886 3.932  0.35
H 1.173 5.718 1.916  0.38
H 0.403 7.067 2.770  0.40
H -0.487 8.493 0.993  0.32
H -1.783 7.757 1.983  0.36
H -1.876 7.708 0.213  0.23
C 0.152 -6.056 -0.310  -0.66
O -0.170 -5.475 0.945  -0.38
C -1.428 -4.805 0.925  0.17
C -2.508 -5.641 1.594  -0.70
O -2.799 -6.817 0.840  -0.38
C -2.198 -7.975 1.391  -0.69
H 1.011 -6.715 -0.168  0.26
H -0.678 -6.646 -0.708  0.34
H 0.423 -5.273 -1.024  0.21
H -1.711 -4.537 -0.097  0.35
H -1.306 -3.877 1.491  -0.10
H -3.429 -5.052 1.635  0.35
H -2.221 -5.898 2.619  0.37
H -2.723 -8.270 2.306  0.32
H -1.139 -7.816 1.611  0.28
H -2.284 -8.781 0.662  0.24
C -6.466 -0.670 -9.637  -0.73
O -6.083 0.653 -9.302  -0.37
C -6.607 1.071 -8.047  -0.60
C -5.550 1.015 -6.955  -0.35
O -5.171 -0.325 -6.672  -0.38
C -3.923 -0.673 -7.264  -0.49
H -5.871 -0.990 -10.493  0.25
H -6.288 -1.364 -8.811  0.32
H -7.525 -0.693 -9.917  0.32
H -7.484 0.475 -7.772  0.34
H -6.932 2.110 -8.167  0.36
H -5.977 1.428 -6.035  0.36
H -4.678 1.618 -7.226  0.29
H -3.110 -0.195 -6.722  0.14
H -3.884 -0.393 -8.320  0.33
H -3.799 -1.754 -7.186  0.27
C 4.354 -3.446 0.037  -0.80
O 5.478 -2.663 0.412  -0.32
C 6.102 -3.136 1.597  -0.45
C 7.371 -3.912 1.284  -0.64
O 7.080 -5.132 0.609  -0.37
C 7.326 -5.052 -0.786  -0.70
H 4.057 -3.155 -0.971  0.32
H 4.586 -4.514 0.036  0.48
H 3.520 -3.251 0.718  0.21
H 5.408 -3.743 2.189  0.36
H 6.368 -2.255 2.191  0.37
H 7.860 -4.178 2.227  0.38
H 8.066 -3.301 0.700  0.34
H 8.405 -5.049 -0.975  0.33
H 6.874 -4.159 -1.226  0.28
H 6.889 -5.932 -1.259  0.25
C -0.262 -1.756 9.076  -0.68
O -1.393 -1.063 8.575  -0.37
C -1.061 0.227 8.070  -0.74
C -1.002 0.232 6.550  -0.30
O 0.088 -0.549 6.074  -0.31
C -0.323 -1.823 5.600  -0.53
H -0.550 -2.793 9.251  0.24
H 0.569 -1.741 8.366  0.28
H 0.056 -1.315 10.026  0.33
H -0.119 0.584 8.498  0.36
H -1.856 0.909 8.391  0.38
H -0.832 1.259 6.211  0.31
H -1.946 -0.116 6.123  0.34
H -0.838 -1.716 4.642  0.09
H -0.978 -2.331 6.313  0.36
H 0.568 -2.434 5.451  0.24

Output
net charge: -1
LUMO level: 2.19 eV
Kohn-Sham gap: 0.2857 hartree



Computed, not measured: 4 unconnected molecules or ions with the total composition C35H71F4NO22P5S in a non-equilibrium geometry, with wB97M-V/def2-TZVPD.

Each line ends with the Mulliken charge.
Atoms and positions in Å:
C 2.759 -1.908 1.641  -0.04
C 3.215 -0.802 1.485  -2.83
C 3.762 0.550 1.276  2.25
C 4.378 0.878 2.675  -0.95
C 3.354 0.753 3.826  -0.44
C 3.889 1.483 5.049  0.04
O 4.053 0.924 6.083  -0.51
O 4.189 2.819 4.933  -0.50
O 2.607 1.338 1.057  -0.03
C 2.758 2.732 0.831  2.96
C 2.646 3.593 2.132  -2.13
S 1.818 5.191 2.018  0.01
C 3.034 6.328 1.291  -0.39
C 2.658 6.755 -0.139  -1.05
C 1.576 3.076 -0.099  -1.65
P -0.032 2.678 0.649  0.55
O -0.114 2.792 2.103  -0.60
O -0.406 1.190 0.183  -0.52
O -1.112 3.658 -0.025  -0.40
C 4.059 3.135 0.093  -2.35
N 5.193 2.138 -0.018  0.41
P 6.729 2.743 0.882  0.04
O 7.501 3.419 -0.344  -0.46
O 6.238 3.851 1.928  -0.52
C 4.828 0.632 0.144  1.99
C 6.107 -0.156 0.512  -2.72
C 6.167 -1.690 0.539  -0.23
O 7.188 -2.143 0.971  -0.58
O 5.207 -2.474 0.069  -0.22
C 4.335 0.223 -1.266  0.69
F 3.534 1.187 -1.825  -0.30
F 3.532 -0.828 -1.224  -0.10
C 5.378 -0.077 -2.370  -0.15
F 6.458 0.745 -2.301  -0.31
F 5.765 -1.347 -2.394  -0.22
H 2.132 -2.769 1.608  0.59
H 5.137 0.144 2.934  1.25
H 4.773 1.894 2.730  -0.60
H 3.256 -0.280 4.146  0.59
H 2.358 1.104 3.554  0.39
H 3.420 3.292 4.586  0.37
H 2.115 3.031 2.893  0.57
H 3.654 3.796 2.500  0.83
H 4.061 5.969 1.348  0.32
H 2.983 7.225 1.908  0.58
H 3.188 6.174 -0.897  0.20
H 1.583 6.676 -0.293  0.24
H 2.932 7.799 -0.291  0.40
H 1.647 4.063 -0.547  0.18
H 1.691 2.392 -0.951  0.60
H -0.003 0.988 -0.672  0.31
H -1.326 3.293 -0.896  0.27
H 3.763 3.387 -0.925  -0.04
H 4.388 4.096 0.481  1.20
H 5.499 2.206 -0.994  0.89
H 8.421 3.119 -0.340  0.43
H 6.495 3.540 2.810  0.40
H 6.459 0.095 1.503  0.66
H 6.945 0.111 -0.131  0.87
H 5.617 -3.330 -0.132  0.34
H 4.882 0.096 -3.327  0.47
O 2.446 -5.085 -3.173  -0.85
P 1.078 -4.667 -3.536  0.78
O 0.573 -3.715 -2.321  -0.42
C 1.228 -2.474 -2.096  0.05
C 0.811 -1.408 -3.098  -1.04
O 0.152 -5.960 -3.267  0.15
C 0.719 -7.273 -3.156  -0.40
C 0.894 -7.668 -1.706  -1.08
O 0.084 -4.042 -4.635  -0.26
C 0.353 -4.259 -6.046  -0.34
C 0.126 -5.698 -6.461  -1.03
H 2.310 -2.622 -2.113  0.15
H 0.953 -2.155 -1.089  0.24
H 1.158 -1.651 -4.104  0.31
H 1.233 -0.437 -2.821  0.18
H -0.275 -1.328 -3.142  0.35
H 1.664 -7.336 -3.696  0.42
H 0.022 -7.956 -3.645  0.36
H 1.468 -6.918 -1.162  0.26
H 1.405 -8.628 -1.627  0.39
H -0.076 -7.753 -1.215  0.17
H 1.374 -3.945 -6.276  0.34
H -0.323 -3.599 -6.586  0.35
H 0.881 -6.360 -6.031  0.26
H 0.179 -5.791 -7.545  0.43
H -0.847 -6.048 -6.119  0.23
O -6.848 -7.939 -0.699  -0.76
P -5.508 -8.093 -0.111  0.93
O -4.472 -8.584 -1.232  -0.30
C -4.167 -7.723 -2.335  -0.54
C -3.218 -6.602 -1.953  -0.75
O -5.594 -9.450 0.773  -0.33
C -6.848 -10.052 1.097  -0.27
C -7.159 -11.196 0.156  -1.21
O -4.466 -7.383 0.883  -0.18
C -4.962 -6.446 1.868  -0.30
C -5.758 -7.127 2.964  -1.04
H -5.093 -7.321 -2.755  0.33
H -3.707 -8.355 -3.094  0.32
H -3.692 -5.900 -1.264  0.32
H -2.905 -6.049 -2.839  0.37
H -2.335 -7.000 -1.454  0.14
H -7.649 -9.312 1.090  0.36
H -6.762 -10.425 2.119  0.35
H -7.105 -10.874 -0.883  0.30
H -8.156 -11.595 0.349  0.37
H -6.433 -12.000 0.285  0.29
H -5.563 -5.678 1.374  0.31
H -4.085 -5.957 2.288  0.34
H -6.708 -7.508 2.585  0.25
H -5.976 -6.423 3.766  0.42
H -5.205 -7.973 3.370  0.26
O -3.230 8.816 2.830  -0.76
P -4.218 8.470 1.796  0.98
O -5.609 8.061 2.472  -0.32
C -6.355 9.044 3.204  -0.33
C -7.084 10.015 2.293  -0.95
O -3.755 7.009 1.257  -0.36
C -2.468 6.476 1.569  -0.13
C -2.555 5.510 2.730  -1.07
O -4.772 8.940 0.365  -0.26
C -3.936 9.765 -0.479  -0.28
C -2.749 9.003 -1.033  -1.00
H -5.690 9.578 3.888  0.29
H -7.074 8.492 3.807  0.31
H -6.383 10.648 1.747  0.23
H -7.741 10.661 2.875  0.40
H -7.677 9.475 1.555  0.25
H -1.753 7.274 1.774  0.38
H -2.113 5.951 0.680  0.21
H -3.038 5.962 3.595  0.37
H -1.556 5.175 3.017  0.18
H -3.147 4.638 2.451  0.28
H -3.606 10.644 0.079  0.32
H -4.573 10.112 -1.290  0.33
H -2.030 8.762 -0.246  0.22
H -2.235 9.601 -1.786  0.44
H -3.071 8.063 -1.480  0.25

Output
net charge: +1
LUMO level: -2.96 eV
Kohn-Sham gap: 0.3044 hartree



Look up the LUMO level of the first one. 2.19 eV